1.
This record from the Open Molecules 2025 dataset describes 2 unconnected molecules or ions with the total composition C5H11NO. The level of theory is ωB97M-V/def2-TZVPD.

Values from the calculation:
HOMO energy   -0.33851 hartree
Gap between HOMO and LUMO   10.04 eV
SMILES   C=C(C)NC=O.C

```
! RIJCOSX wB97M-V def2-TZVPD def2/J DEFGRID3
* xyz 0 1
C -1.24226 0.47660 1.25207
C 0.06741 0.40008 1.03665
C 0.92336 1.57350 0.64405
N 0.73774 -0.85425 1.18932
C 1.51219 -1.44073 0.22175
O 1.85098 -0.93501 -0.82940
H -1.75796 1.42677 1.14700
H -1.84067 -0.41285 1.43717
H 0.31840 2.48531 0.62248
H 1.75431 1.70868 1.34646
H 1.34342 1.39673 -0.34950
H 0.39906 -1.46545 1.91996
H 1.80984 -2.46542 0.51839
C -1.17821 -0.37947 -2.03375
H -1.11058 0.32922 -2.86115
H -0.44228 -1.16996 -2.17129
H -2.18692 -0.80092 -1.98525
H -0.95784 0.12715 -1.10499
*
```

=====

2.
This record from the Open Molecules 2025 dataset describes 2 unconnected molecules or ions with the total composition C5H7NO at a distorted geometry. The level of theory is ωB97M-V/def2-TZVPD.

Values from the calculation:
HOMO energy (spin up / spin down)   -0.34769 / -0.34835 hartree
Gap between HOMO and LUMO (spin up / spin down)   7.67 / 7.68 eV

```
! RIJCOSX wB97M-V def2-TZVPD def2/J DEFGRID3
* xyz 0 1
C -1.37117 -0.95675 0.85593
C -1.62379 0.38718 0.31585
C 1.40210 0.96171 -0.53190
C 1.99090 -0.13015 0.31929
O 1.63378 -1.28624 0.27067
C -2.02431 0.43422 -1.02687
N -2.34039 0.60711 -2.14038
H -2.39011 -1.28719 1.14664
H -0.77837 -0.93897 1.77246
H -0.98277 -1.69906 0.14921
H 0.61198 1.46333 0.05127
H 0.95580 0.53740 -1.43640
H 2.14564 1.72184 -0.79344
H 2.77069 0.18557 1.04765
*
```

=====

3.
This record from the Open Molecules 2025 dataset describes C19H24N2O3S in the gas phase. The level of theory is ωB97M-V/def2-TZVPD.

Values from the calculation:
HOMO energy   -0.30356 hartree
Gap between HOMO and LUMO   8.90 eV
SMILES   O=C(NCCSCc1ccco1)c1ccc(CN2CCOCC2)cc1

```
! RIJCOSX wB97M-V def2-TZVPD def2/J DEFGRID3
* xyz 0 1
O -1.99212 -0.96892 -0.32640
C -0.91582 -0.93333 0.23716
N -0.30280 -2.05133 0.70545
C -0.82973 -3.36735 0.44384
C -0.03760 -4.07892 -0.65239
S -0.96368 -5.49334 -1.32539
C -2.01477 -4.59186 -2.54386
C -1.23514 -4.19323 -3.73348
C -0.99929 -4.83362 -4.91644
C -0.14850 -3.98489 -5.66392
C 0.07567 -2.89657 -4.88066
O -0.57280 -3.01361 -3.71011
C -0.18571 0.33917 0.50146
C 1.20150 0.42929 0.46575
C 1.82596 1.64286 0.69167
C 1.08264 2.78522 0.95499
C 1.75089 4.11206 1.18729
N 1.15101 4.81225 2.30924
C 1.59307 6.19205 2.40150
C 0.84856 6.87533 3.54883
O 1.07315 6.21756 4.77290
C 0.66979 4.87119 4.68781
C 1.40971 4.13796 3.57012
C -0.30521 2.69570 0.97805
C -0.93250 1.48860 0.74780
H 0.59283 -1.97818 1.15902
H -0.82868 -3.96505 1.35937
H -1.86376 -3.21879 0.12063
H 0.90164 -4.47907 -0.27150
H 0.16720 -3.39881 -1.47929
H -2.43096 -3.72342 -2.03498
H -2.80219 -5.29204 -2.81171
H -1.38594 -5.78656 -5.21342
H 0.23875 -4.16351 -6.64582
H 0.65158 -2.00555 -5.03340
H 1.80418 -0.43769 0.23253
H 2.90477 1.70241 0.65683
H 1.60882 4.73584 0.29758
H 2.83805 3.96745 1.32618
H 1.36376 6.70291 1.46359
H 2.68087 6.25850 2.58530
H 1.20012 7.89991 3.68133
H -0.22822 6.88282 3.32190
H 0.89057 4.42250 5.65770
H -0.41240 4.81697 4.49598
H 1.04879 3.10971 3.50212
H 2.49084 4.12120 3.80078
H -0.88024 3.58555 1.18177
H -2.00926 1.41207 0.75186
*
```

=====

4.
This record from the Open Molecules 2025 dataset describes a molecular structure, C46H39BCl2N12O5Tl. The level of theory is ωB97M-V/def2-TZVPD.

Values from the calculation:
HOMO energy (spin up / spin down)   -0.14203 / -0.14104 hartree
Gap between HOMO and LUMO (spin up / spin down)   4.98 / 4.93 eV

```
! RIJCOSX wB97M-V def2-TZVPD def2/J DEFGRID3
* xyz -1 1
Tl -1.02931 -0.64425 0.27999
C -7.21949 -2.22298 -2.07501
C -6.73742 -3.52976 -1.95468
C -5.50449 -3.78693 -1.37669
C -4.76475 -2.70496 -0.92727
C -3.47525 -2.60876 -0.25294
N -2.82255 -3.67814 0.17599
C -1.79228 -3.62377 0.99055
C -1.22046 -4.82567 1.59444
C -1.39729 -6.17087 1.32631
C -0.69505 -7.07936 2.10446
C 0.14684 -6.64345 3.12857
C 0.32370 -5.29278 3.39369
C -0.35851 -4.38464 2.60277
C -0.37218 -2.92116 2.53889
N 0.31391 -2.16650 3.37061
C 0.34227 -0.84150 3.29624
N -0.37077 -0.04532 2.47373
C -0.14817 1.25714 2.80270
N -0.80935 2.32366 2.38722
C -1.87224 2.27318 1.59341
N -2.38665 1.19916 0.94570
C -3.55400 1.54690 0.36135
N -4.41087 0.76154 -0.27911
C -4.23256 -0.53457 -0.44369
N -3.18077 -1.30419 -0.04274
C -5.24759 -1.39509 -1.04309
C -6.48323 -1.14060 -1.62025
C -3.80470 2.96691 0.58709
C -4.82521 3.82060 0.19226
C -4.74429 5.14963 0.57548
C -3.67646 5.60966 1.35397
C -2.66564 4.75595 1.76476
C -2.73049 3.42988 1.36293
C 0.86826 1.31766 3.84946
C 1.51157 2.36423 4.49305
C 2.46248 2.05392 5.45294
C 2.74479 0.72571 5.78771
C 2.09075 -0.32152 5.15804
C 1.15879 -0.01353 4.17921
N -1.20734 -2.52661 1.54288
H -8.18895 -2.05980 -2.52998
H -7.33952 -4.35356 -2.31765
H -5.11758 -4.79297 -1.28092
H -2.05010 -6.48282 0.52172
H -0.79932 -8.14039 1.91512
H 0.68079 -7.37722 3.72056
H 0.97995 -4.95871 4.18658
H -6.85280 -0.12612 -1.70026
H -5.65375 3.44647 -0.39625
H -5.51675 5.84708 0.27575
H -3.64416 6.65339 1.64242
H -1.84950 5.10820 2.38271
H 1.27754 3.38978 4.23682
H 2.99933 2.85203 5.95128
H 3.48391 0.51258 6.55077
H 2.29244 -1.35470 5.41378
Cl 2.14022 -4.74688 -1.01300
C 1.63974 -3.45332 -2.12597
Cl 2.54169 -1.95761 -1.80327
C 0.06415 -3.30769 -2.05384
O -0.50916 -4.04174 -2.85632
O -0.39637 -2.50225 -1.21191
H 1.91769 -3.77173 -3.12254
C 3.74222 -3.50087 3.17034
N 3.97737 -2.21638 2.54464
C 3.06281 -1.70035 1.65264
N 3.25400 -0.36358 1.36143
O 2.16055 -2.34830 1.16695
H 4.68359 -4.04280 3.27357
H 3.06859 -4.06315 2.52835
H 3.27793 -3.39441 4.15510
H 4.50661 -1.55096 3.08188
H 4.16252 0.04188 1.50021
H 2.73106 -0.02213 0.56978
C 3.68520 5.15173 -4.63554
C 4.33409 4.10828 -3.71261
C 4.83613 4.82705 -2.45872
C 5.54372 3.47336 -4.41506
C 3.30690 3.02268 -3.38551
C 2.75002 2.27881 -4.43115
C 1.77990 1.30415 -4.23360
C 1.37765 1.08126 -2.93554
O 0.42944 0.23232 -2.44572
B 0.41814 0.39712 -1.06515
O 1.35391 1.37637 -0.71489
C 1.93829 1.79120 -1.88334
C 2.89255 2.76727 -2.07801
H 4.38463 5.96555 -4.84308
H 2.79545 5.57126 -4.16289
H 3.38502 4.70994 -5.58560
H 5.56238 5.59082 -2.74217
H 5.32734 4.13084 -1.77637
H 4.01851 5.32039 -1.93013
H 6.29894 4.23250 -4.63339
H 5.25668 2.99873 -5.35330
H 5.99106 2.71041 -3.77551
H 3.07200 2.46530 -5.44781
H 1.35698 0.74951 -5.06017
H 3.28454 3.31139 -1.23020
N -2.36076 2.06659 -2.82786
N -2.42969 0.63154 -2.55725
H -3.04711 2.47765 -2.20312
H -1.46313 2.36124 -2.45395
H -1.71135 0.19747 -3.12524
H -3.31821 0.32753 -2.93853
*
```

=====

5.
This record from the Open Molecules 2025 dataset describes 2 unconnected molecules or ions with the total composition C4H5N at a distorted geometry. The level of theory is ωB97M-V/def2-TZVPD.

Values from the calculation:
HOMO energy   -0.38408 hartree
Gap between HOMO and LUMO   11.36 eV
SMILES   CC#N.C#C

```
! RIJCOSX wB97M-V def2-TZVPD def2/J DEFGRID3
* xyz 0 1
C -0.66558 0.71763 -0.93758
C -1.21430 -0.34693 -0.14465
N -1.64312 -1.22220 0.43483
H -0.80346 0.62730 -2.06789
H -1.27503 1.57734 -0.53313
H 0.48422 0.82998 -0.63125
C 0.95963 -0.86616 1.39656
C 1.54862 -0.20626 0.56306
H 0.30458 -1.46967 1.85587
H 2.30445 0.35897 0.06419
*
```

=====

ΔE to the lowest compared entry with this formula, charge and spin (kcal per mole)
27.2; 104.8; 33.5; 20.8; 76.4
Total energy (hartree)
-327.087986; -324.557525; -1471.810726; -3927.606600; -210.042033